# 1
C4H9O4P | ωB97M-V/def2-TZVPD

Positions of all 18 atoms, in Å:
C1 0.7255 -0.8434 -1.1764
C2 -1.6677 0.2083 -1.3384
C3 0.7905 0.9421 1.9422
C4 -0.1336 0.3688 -1.6216
O1 -0.5797 3.0346 -0.5561
O2 0.1423 0.7418 -2.8599
O3 1.8417 2.2406 -0.2157
O4 -0.1828 1.0200 1.0470
P1 0.3670 1.8425 -0.4412
H1 0.4625 -1.0865 0.0028
H2 0.5264 -1.7150 -1.7150
H3 1.7869 -0.8017 -1.3465
H4 -2.0417 -0.5019 -1.9991
H5 -2.2010 1.1127 -1.4873
H6 -1.6824 -0.1430 -0.2231
H7 0.8651 1.7708 2.6952
H8 1.7596 0.8312 1.5718
H9 0.6444 -0.1149 2.5099

Summary:
E_HOMO in eV: 1.1872
Net charge: -2
Energy above the lowest of the compared OMol25 structures with the same formula, charge and spin in kcal per mole: 17.8
SMILES: CO[P@@](=O)([O-])C(C)(C)[O-]
Kohn-Sham gap in eV: 5.59
Total energy in eV: -21771.7123

Atom charges from the Löwdin analysis, given in e for atoms 1 to 2: C -0.112; C -0.106

# 2
C4H9OP | ωB97M-V/def2-TZVPD

Positions of all 15 atoms, in Å:
C1 1.9335 -1.1372 0.1541
C2 -0.5854 0.0497 -1.3571
C3 -1.6729 1.0441 0.6828
C4 -1.0510 1.1156 -0.6681
O1 1.4275 1.4999 0.7450
P1 1.5756 0.7059 -0.4763
H1 1.8758 -1.8053 -0.7421
H2 1.1207 -1.3879 0.7925
H3 2.8607 -1.0186 0.6628
H4 -0.7683 -0.9974 -1.0758
H5 -0.2055 0.1551 -2.3264
H6 -2.5082 0.4766 0.8320
H7 -1.9140 2.1224 1.0241
H8 -0.9159 0.7026 1.3271
H9 -1.0391 2.1170 -1.0162

Summary:
E_HOMO in eV: -8.1544
Energy above the lowest of the compared OMol25 structures with the same formula, charge and spin in kcal per mole: 30.3
Kohn-Sham gap in eV: 8.30
Total energy in eV: -15628.3202

Atom charges from the Löwdin analysis, given in e for atoms 1 to 2: C -0.270; C -0.146

# 3
C4H9OS | ωB97M-V/def2-TZVPD

Positions of all 15 atoms, in Å:
C1 -1.6362 -1.7831 0.2034
O1 -2.9278 -1.6296 -0.1239
C2 -0.7573 -0.5165 -0.1245
C3 0.5745 -0.4865 0.6162
C4 1.1614 0.9399 0.8535
S1 1.7637 1.7184 -0.7022
H1 -1.1154 -2.6272 -0.3364
H2 -1.4869 -1.9570 1.3076
H3 -0.5774 -0.5167 -1.2035
H4 -1.3937 0.3153 0.1899
H5 0.4466 -0.8852 1.6235
H6 1.3549 -1.0674 0.1070
H7 2.0332 0.8628 1.5014
H8 0.3335 1.5537 1.1786
H9 0.8774 1.1222 -1.5084

Summary:
E_HOMO in eV: -2.3073
Net charge: -1
Energy above the lowest of the compared OMol25 structures with the same formula, charge and spin in kcal per mole: 30.2
SMILES: [O-]CCCCS
Kohn-Sham gap in eV: 5.48
Total energy in eV: -17176.0719

Atom charges from the Löwdin analysis, given in e for atoms 1 to 2: C -0.577; O -0.378

# 4
C4H9P3 | ωB97M-V/def2-TZVPD

Positions of all 16 atoms, in Å:
C1 -0.3954 -1.4865 0.3478
C2 0.6697 -0.5704 0.8717
C3 2.0678 -0.4723 -1.5119
C4 -2.2572 1.8991 1.0496
P1 -1.4546 -1.0647 -0.9296
P2 1.2333 0.7063 -0.3037
P3 -0.6471 0.9914 -1.3011
H1 -0.3312 -2.3975 0.8127
H2 0.1662 -0.0710 1.6365
H3 1.5644 -1.2869 1.0957
H4 1.4153 -0.9775 -2.2698
H5 2.4325 -1.3473 -0.9745
H6 2.7885 0.1374 -1.9630
H7 -2.1674 2.9304 1.3063
H8 -1.9012 1.1084 1.6696
H9 -3.1833 1.9009 0.4637

Summary:
E_HOMO (spin up / spin down) in eV: -7.9572 / -7.9543
Energy above the lowest of the compared OMol25 structures with the same formula, charge and spin in kcal per mole: 67.1
Kohn-Sham gap (spin up / spin down) in eV: 6.67 / 6.67
Total energy in eV: -32155.8667

Atom charges from the Löwdin analysis, given in e for atoms 1 to 2: C -0.586; C -0.573

# 5
C4H9PS | ωB97M-V/def2-TZVPD

Positions of all 15 atoms, in Å:
C1 -1.3395 0.0344 -0.2259
C2 0.8910 -0.2910 1.2183
C3 1.0371 -0.4344 -1.2191
C4 0.0751 -0.6758 -0.0433
P1 -1.5254 1.7954 -0.3824
S1 -2.6598 -0.9560 -0.4437
H1 1.4717 0.5239 0.9107
H2 0.0849 0.0386 2.0275
H3 1.5981 -1.1782 1.6270
H4 1.1984 0.6256 -1.1125
H5 2.0270 -0.9821 -1.1886
H6 0.5089 -0.7077 -2.1959
H7 -0.2369 -1.6978 -0.0352
H8 -0.5369 2.2395 0.5988
H9 -2.5937 1.6654 0.4645

Summary:
E_HOMO in eV: -8.6589
Energy above the lowest of the compared OMol25 structures with the same formula, charge and spin in kcal per mole: 47.8
SMILES: CC(C)C(P)=S
Kohn-Sham gap in eV: 8.19
Total energy in eV: -24415.9012

Atom charges from the Löwdin analysis, given in e for atoms 1 to 2: C -1.063; C -0.103

# 6
C4H9S | ωB97M-V/def2-TZVPD

Positions of all 14 atoms, in Å:
C1 -1.3408 -0.4974 -2.0419
S1 -1.9570 0.9091 -3.0244
H1 -0.2527 -0.5340 -2.0344
H2 -1.8854 -1.4015 -2.3387
H3 -1.7043 -0.4737 -0.9913
C2 1.2370 -0.7948 1.1905
C3 0.6842 0.5102 1.6658
C4 0.4201 1.5201 0.8298
H4 0.9143 -1.0474 0.1839
H5 0.9804 -1.6826 1.7778
H6 2.3307 -0.7496 1.2807
H7 0.3146 0.6846 2.6735
H8 -0.3769 2.2190 1.0492
H9 0.6358 1.3383 -0.2203

Summary:
E_HOMO in eV: -1.9906
Net charge: -1
Energy above the lowest of the compared OMol25 structures with the same formula, charge and spin in kcal per mole: 28.5
Kohn-Sham gap in eV: 5.59
Total energy in eV: -15128.4137

Atom charges from the Löwdin analysis, given in e for atoms 1 to 2: C -0.800; S -0.090

# 7
C4HAgO2 | ωB97M-V/def2-TZVPD

Positions of all 8 atoms, in Å:
O1 -1.5520 1.4659 1.3692
C1 -1.2509 0.3635 0.7688
C2 -1.5437 -0.8998 0.4007
C3 0.7301 -0.2508 -0.9172
C4 -0.2745 -0.2936 -0.0700
O2 1.7231 -0.8921 -1.0771
Ag1 4.1310 -0.8139 -2.7089
H1 -1.9632 1.3208 2.2346

Summary:
⟨S²⟩: 0.7591
E_HOMO (spin up / spin down) in eV: -12.2726 / -12.2613
Net charge: +1
Spin multiplicity: 2
Energy above the lowest of the compared OMol25 structures with the same formula, charge and spin in kcal per mole: 0.0
Kohn-Sham gap (spin up / spin down) in eV: 5.35 / 5.32
Total energy in eV: -12243.5091

Atom charges from the Löwdin analysis, given in e for atoms 1 to 2: O 0.167; C -0.307

# 8
C4HCl5O2 | ωB97M-V/def2-TZVPD

Positions of all 12 atoms, in Å:
O1 -0.6956 1.2802 1.4344
Cl1 -0.0417 -2.3049 0.6828
Cl2 -2.3793 -2.3409 -1.1767
Cl3 -1.5666 0.2942 -2.3930
Cl4 0.6954 2.1204 -1.3577
Cl5 1.9950 -0.4264 -0.8002
O2 1.4961 0.7013 1.8501
C1 0.4036 0.8687 1.0356
C2 -1.0043 -1.5018 -0.5320
C3 -0.6548 -0.2689 -1.0073
C4 0.5172 0.5607 -0.4603
H1 1.2350 1.0175 2.7242

Summary:
E_HOMO in eV: -9.6878
SMILES: O=C(O)C(Cl)(Cl)C(Cl)=C(Cl)Cl
Kohn-Sham gap in eV: 9.60
Total energy in eV: -70870.3749

Atom charges from the Löwdin analysis, given in e for atoms 1 to 2: O 0.089; Cl 0.671

# 9
C4HClF2O2 | ωB97M-V/def2-TZVPD

Positions of all 10 atoms, in Å:
C1 0.0142 0.3765 0.1935
C2 -0.2604 1.9471 0.4492
C3 0.7753 -0.6926 -0.7078
C4 -0.4087 -0.9840 0.3773
O1 0.5792 1.4014 1.1796
O2 -0.9506 2.8802 0.1917
F1 0.3444 -0.6887 -1.9841
F2 0.0294 -1.7541 1.3922
Cl1 -1.8734 -1.5153 -0.4295
H1 1.7505 -0.9705 -0.6620

Summary:
E_HOMO in eV: -10.1765
Energy above the lowest of the compared OMol25 structures with the same formula, charge and spin in kcal per mole: 1.8
SMILES: O=C1O[C@]12[C@H](F)[C@]2(F)Cl
Kohn-Sham gap in eV: 10.38
Total energy in eV: -26211.9894

Atom charges from the Löwdin analysis, given in e for atoms 1 to 2: C -0.073; C -0.406

# 10
C4HEuLiO4 | ωB97M-V/def2-TZVPD

Positions of all 11 atoms, in Å:
O1 -1.0866 3.1944 0.4846
C1 -0.5609 4.1699 0.2553
C2 -1.1762 -0.5017 -0.7601
C3 -1.2954 -1.5412 -0.0223
H1 -2.0049 -2.1032 0.5694
Li1 -1.7383 1.2038 0.7432
O2 0.9953 -1.5898 0.3413
C4 0.8219 -0.3950 0.0370
O3 0.8735 0.5946 0.8076
O4 0.1519 -0.2184 -1.1110
Eu1 3.1942 0.6519 0.1588

Summary:
⟨S²⟩: 15.7591
E_HOMO (spin up / spin down) in eV: -17.3342 / -17.3420
Net charge: +2
Spin multiplicity: 8
Energy above the lowest of the compared OMol25 structures with the same formula, charge and spin in kcal per mole: 34.5
Kohn-Sham gap (spin up / spin down) in eV: 8.11 / 8.31
Total energy in eV: -31867.0221

Atom charges from the Löwdin analysis, given in e for atoms 1 to 2: O -0.026; C 0.106

# 11
C4HF | ωB97M-V/def2-TZVPD

Positions of all 6 atoms, in Å:
C1 0.6693 0.8175 0.7037
C2 0.2906 -0.4764 -0.7397
C3 -0.1369 -1.6541 -1.3282
C4 -0.5732 0.4263 0.0372
F1 -1.9483 0.2362 0.2959
H1 1.6986 0.6505 1.0312

Summary:
E_HOMO (spin up / spin down) in eV: -9.2312 / -9.2329
Energy above the lowest of the compared OMol25 structures with the same formula, charge and spin in kcal per mole: 108.1
Kohn-Sham gap (spin up / spin down) in eV: 7.62 / 7.62
Total energy in eV: -6871.4790

Atom charges from the Löwdin analysis, given in e for atoms 1 to 2: C 0.259; C -0.246

# 12
C4HFeLiO2 | ωB97M-V/def2-TZVPD

Positions of all 9 atoms, in Å:
C1 1.9022 -0.5867 -0.0289
C2 3.1747 -0.3482 -0.0813
O1 4.3006 -0.0311 -0.2235
O2 -0.9922 -0.5082 -0.4566
C3 -0.3103 -1.6844 -0.4243
C4 1.0245 -1.6899 -0.1661
H1 -0.2497 -2.6282 0.3831
Fe1 0.3832 0.8461 0.1470
Li1 -2.7250 -0.7650 0.2341

Summary:
⟨S²⟩: 8.7737
E_HOMO (spin up / spin down) in eV: -11.6948 / -11.8086
Net charge: +1
Spin multiplicity: 6
Kohn-Sham gap (spin up / spin down) in eV: 6.22 / 6.17
Total energy in eV: -42838.4208

Atom charges from the Löwdin analysis, given in e for atoms 1 to 2: C -0.238; C -0.204